# 1
{"formula": "C4H6O", "method": "wB97M-V/def2-TZVPD", "elements": ["C", "O", "C", "C", "C", "H", "H", "H", "H", "H", "H"], "positions_angstrom": [[0.03, -0.57, -1.26], [-0.61, -0.69, 0.00], [0.16, -0.47, 1.17], [0.15, 1.00, 1.35], [-0.31, 1.84, 0.62], [1.10, -0.35, -1.19], [-0.44, 0.19, -1.90], [-0.12, -1.54, -1.74], [-0.37, -1.00, 1.97], [1.18, -0.87, 1.08], [-0.77, 2.46, -0.10]], "multiplicity": 1, "smiles": "C#CCOC", "homo_lumo_gap_ev": 10.45}

***

# 2
{"formula": "C4H6O", "method": "wB97M-V/def2-TZVPD", "elements": ["C", "C", "C", "C", "O", "H", "H", "H", "H", "H", "H"], "positions_angstrom": [[0.26, 1.58, -0.07], [0.47, 0.13, 0.00], [-0.99, -1.06, 0.26], [1.11, -0.90, -0.29], [-2.03, -0.77, -0.33], [-0.90, -1.20, 1.35], [-0.65, 1.77, -0.64], [1.08, 2.10, -0.56], [0.12, 2.00, 0.93], [1.84, -1.64, -0.54], [-0.31, -2.00, -0.11]], "multiplicity": 1, "homo_lumo_gap_ev": [8.84, 8.84]}

***

# 3
{"formula": "C4H6O", "method": "wB97M-V/def2-TZVPD", "elements": ["C", "C", "C", "C", "O", "H", "H", "H", "H", "H", "H"], "positions_angstrom": [[1.90, 0.45, -0.28], [0.56, 0.34, -0.61], [-0.18, -0.70, 0.02], [-1.54, -0.43, 0.01], [-2.27, -0.18, 1.08], [2.59, 1.00, -0.91], [2.21, -0.11, 0.59], [0.24, 0.99, -1.41], [0.39, -1.39, 0.61], [-2.17, -0.22, -0.87], [-1.73, 0.25, 1.76]], "multiplicity": 2, "charge": 1, "homo_lumo_gap_ev": [8.39, 9.13], "s_squared": 0.78}

***

# 4
{"formula": "C4H6O2", "method": "wB97M-V/def2-TZVPD", "elements": ["C", "C", "C", "C", "O", "O", "H", "H", "H", "H", "H", "H"], "positions_angstrom": [[2.09, 0.13, -0.65], [-0.30, 0.78, 0.84], [-1.03, 0.05, -0.25], [-1.76, -1.02, 0.15], [1.30, -0.80, -0.79], [-0.06, 1.97, 0.81], [1.81, 1.19, -0.69], [3.18, 0.00, -0.54], [0.20, 0.08, 1.54], [-1.43, 0.73, -1.01], [-2.41, -1.59, -0.49], [-1.59, -1.53, 1.09]], "multiplicity": 1, "smiles": "C=CC=O.C=O", "homo_lumo_gap_ev": 10.13}

***

# 5
{"formula": "C4H6O2", "method": "wB97M-V/def2-TZVPD", "elements": ["C", "C", "C", "O", "C", "O", "H", "H", "H", "H", "H", "H"], "positions_angstrom": [[0.73, -0.07, -1.06], [-0.25, 0.52, -0.05], [-1.31, -0.54, 0.08], [-2.48, -0.40, -0.15], [0.49, 0.51, 1.27], [1.50, -0.13, 1.41], [0.54, 0.35, -2.07], [1.69, -0.05, -0.46], [0.61, -1.15, -1.16], [-0.71, 1.49, -0.29], [-0.85, -1.52, 0.34], [0.04, 1.02, 2.14]], "multiplicity": 1, "smiles": "CC(C=O)C=O", "homo_lumo_gap_ev": 10.47}

***

# 6
{"formula": "C4H6O2", "method": "wB97M-V/def2-TZVPD", "elements": ["C", "C", "O", "C", "C", "O", "H", "H", "H", "H", "H", "H"], "positions_angstrom": [[1.78, 0.73, -0.87], [0.46, -0.13, 0.43], [0.63, 1.12, 0.11], [-0.82, -0.48, 1.09], [-1.86, -0.66, 0.00], [-2.29, -1.72, -0.37], [1.36, 0.23, -1.74], [2.56, 0.06, -0.45], [2.16, 1.71, -1.10], [-0.65, -1.45, 1.58], [-1.13, 0.30, 1.78], [-2.19, 0.29, -0.46]], "multiplicity": 1, "homo_lumo_gap_ev": 8.41}

***

# 7
{"formula": "C4H6O2", "method": "wB97M-V/def2-TZVPD", "elements": ["O", "C", "C", "C", "C", "O", "H", "H", "H", "H", "H", "H"], "positions_angstrom": [[1.71, -1.22, 0.82], [1.58, -0.04, 0.99], [-0.15, 0.69, -0.05], [-0.38, -0.42, -1.05], [-1.40, -0.15, -0.01], [0.40, 0.55, 1.24], [2.35, 0.74, 0.95], [0.03, 1.68, -0.47], [0.19, -1.34, -1.05], [-0.61, 0.00, -2.03], [-1.37, -0.86, 0.82], [-2.33, 0.37, -0.15]], "multiplicity": 1, "smiles": "O=COC1CC1", "homo_lumo_gap_ev": 11.18}

***

# 8
{"formula": "C4H6O2", "method": "wB97M-V/def2-TZVPD", "elements": ["O", "C", "C", "C", "C", "O", "H", "H", "H", "H", "H", "H"], "positions_angstrom": [[-1.99, 0.56, 0.36], [-1.01, -0.25, -0.20], [0.22, 0.37, -0.73], [0.10, -0.70, 0.65], [1.37, 0.01, 0.85], [2.36, -0.65, 0.56], [-2.44, 0.99, -0.37], [-1.37, -1.05, -0.84], [0.78, 0.08, -1.61], [0.25, 1.45, -0.51], [0.31, -1.78, 0.71], [1.42, 1.00, 1.33]], "multiplicity": 1, "homo_lumo_gap_ev": 9.86}

***

# 9
{"formula": "C4H6O2", "method": "wB97M-V/def2-TZVPD", "elements": ["C", "C", "O", "C", "C", "O", "H", "H", "H", "H", "H", "H"], "positions_angstrom": [[-0.74, -1.41, -0.28], [0.51, -0.58, -0.47], [1.33, -0.84, -1.32], [0.70, 0.61, 0.47], [-0.33, 1.67, 0.13], [-1.36, 1.83, 0.74], [-1.54, -0.84, 0.20], [-0.51, -2.27, 0.35], [-1.08, -1.78, -1.25], [0.54, 0.31, 1.51], [1.71, 1.00, 0.32], [-0.10, 2.28, -0.77]], "multiplicity": 1, "smiles": "CC(=O)CC=O", "homo_lumo_gap_ev": 10.40}

***

# 10
{"formula": "C4H6O2", "method": "wB97M-V/def2-TZVPD", "elements": ["O", "C", "C", "C", "C", "O", "H", "H", "H", "H", "H", "H"], "positions_angstrom": [[0.94, -0.80, -0.49], [2.17, -0.66, -0.91], [0.66, 0.41, 0.23], [-0.73, 0.17, 0.71], [-1.73, 0.21, -0.43], [-1.49, 0.68, -1.51], [2.53, -1.69, -0.71], [0.81, 1.26, -0.44], [1.35, 0.50, 1.09], [-0.79, -0.81, 1.21], [-1.00, 0.93, 1.43], [-2.72, -0.21, -0.19]], "multiplicity": 1, "homo_lumo_gap_ev": 9.04}

***

# 11
{"formula": "C4H6O2", "method": "wB97M-V/def2-TZVPD", "elements": ["C", "C", "O", "C", "C", "O", "H", "H", "H", "H", "H", "H"], "positions_angstrom": [[1.54, 0.75, 0.63], [0.32, 0.20, 0.00], [-0.28, 0.77, -1.01], [-1.28, -0.32, -1.10], [-0.68, -0.90, 0.28], [-0.63, -2.06, 0.77], [1.78, 0.14, 1.51], [2.37, 0.70, -0.08], [1.40, 1.79, 0.93], [-1.17, -0.32, 1.13], [-1.05, -0.93, -1.98], [-2.29, 0.09, -1.13]], "multiplicity": 1, "homo_lumo_gap_ev": 7.67}

***

# 12
{"formula": "C4H6O2", "method": "wB97M-V/def2-TZVPD", "elements": ["O", "C", "C", "C", "C", "O", "H", "H", "H", "H", "H", "H"], "positions_angstrom": [[-0.14, 1.36, -1.06], [0.15, 0.24, -0.28], [-0.70, -0.97, -0.52], [-0.85, -0.20, 0.76], [1.58, 0.15, 0.14], [2.18, -0.87, 0.39], [-0.36, 2.11, -0.49], [-0.26, -1.96, -0.51], [-1.47, -0.83, -1.27], [-0.45, -0.64, 1.67], [-1.70, 0.46, 0.90], [2.04, 1.15, 0.28]], "multiplicity": 1, "smiles": "O=CC1(O)CC1", "homo_lumo_gap_ev": 10.60}

***

no.,maximum force (eV/A)
1,1.11
2,3.06
3,2.43
4,3.82
5,2.20
6,3.31
7,1.53
8,1.12
9,0.72
10,1.43
11,1.52
12,0.68